No. 1
Computed, not measured: a cluster of 2 separate species, C4H11N3O2 in total at a distorted geometry, with ωB97M-V/def2-TZVPD.

Element x y z (Å)
H 3.002 -1.518 -0.795
N 2.068 -1.140 -0.679
C 1.902 -0.533 0.418
N 2.797 -0.507 1.506
N 0.659 0.033 0.728
C 0.592 1.465 1.033
H 2.392 0.017 2.264
H 3.164 -1.390 1.800
H 0.011 -0.175 -0.030
H 1.172 1.613 1.947
H -0.384 1.783 1.417
H 0.789 2.066 0.164
C -2.942 0.426 -1.001
C -2.236 -0.855 -1.224
O -2.304 -2.008 -0.926
O -0.940 -0.488 -1.661
H -3.967 0.407 -0.644
H -3.003 1.040 -1.892
H -2.282 0.935 -0.305
H -0.489 -1.168 -2.119

Values from the calculation:
Electronic energy = -12891.29368 eV
Highest occupied orbital energy = -8.9 eV
Structure (SMILES) = [H]/N=C(\N)NC.CC(=O)O
HOMO-LUMO gap = 9.7 eV
Relative energy (zero: lowest compared OMol25 entry of this formula, charge and spin) = 148.2 kJ/mol

---

No. 2
Computed, not measured: a cluster of 2 separate species, C7H8BrO2 in total at a distorted geometry, with ωB97M-V/def2-TZVPD.

Element x y z (Å)
C -1.562 -2.600 -0.298
C 0.862 -0.163 0.568
C -0.527 -0.630 1.055
C 0.638 1.271 0.073
C 2.528 1.998 -1.616
C -1.337 -1.185 -0.056
C 1.593 1.726 -0.916
O -2.162 -3.587 -0.082
O -0.579 -2.084 -1.117
Br -2.990 1.765 0.161
H 1.697 -0.077 1.219
H 1.281 -0.651 -0.358
H -0.394 -1.273 2.050
H -1.021 0.227 1.462
H -0.319 1.512 -0.182
H 0.664 2.065 0.821
H -1.820 -0.373 -0.679
H 3.450 2.059 -2.105

Values from the calculation:
Electronic energy = -81524.88444 eV
Total charge = -1
Highest occupied orbital energy = -4.4 eV
HOMO-LUMO gap = 7.7 eV
Relative energy (zero: lowest compared OMol25 entry of this formula, charge and spin) = 334.9 kJ/mol

---

No. 3
Computed, not measured: a cluster of 2 separate species, C4H11N3 in total at a distorted geometry, with ωB97M-V/def2-TZVPD.

Element x y z (Å)
C -2.726 0.236 -0.072
C -0.557 -0.581 0.647
C -0.551 -1.899 0.112
C 3.547 0.715 -0.026
N -3.579 1.197 -0.115
N -1.535 0.328 0.554
N 2.253 0.696 0.298
H -2.965 -0.702 -0.574
H -0.300 -2.589 0.929
H -1.431 -2.263 -0.425
H 0.341 -1.985 -0.525
H 3.816 -0.232 -0.554
H 4.299 1.030 0.706
H 3.630 1.281 -0.995
H -4.473 1.100 -0.595
H -3.418 2.100 0.334
H -1.334 1.220 1.019
H 2.045 1.008 1.247

Values from the calculation:
Electronic energy = -8773.28999 eV
Total charge = +2
Highest occupied orbital energy (alpha / beta) = -16.2 / -18.1 eV
HOMO-LUMO gap (alpha / beta) = 4.9 / 8.7 eV
Relative energy (zero: lowest compared OMol25 entry of this formula, charge and spin) = 562.7 kJ/mol

---

No. 4
Computed, not measured: the molecule C6H17NOSi at a distorted geometry, with ωB97M-V/def2-TZVPD.

Element x y z (Å)
C -1.497 2.505 2.274
C -0.943 1.095 2.080
O -1.856 0.126 2.525
C -0.459 0.974 0.654
N 0.038 -0.472 0.428
Si 0.755 -0.963 -1.073
C -0.373 -0.387 -2.634
C 0.746 -2.886 -0.990
C 2.555 -0.396 -1.264
H -2.361 2.789 1.635
H -1.900 2.594 3.361
H -0.775 3.261 1.925
H -0.125 0.927 2.845
H -2.720 0.210 2.078
H -1.303 1.136 0.090
H 0.215 1.799 0.343
H 0.698 -0.733 1.218
H -1.166 0.289 -2.231
H 0.318 0.071 -3.341
H -0.808 -1.065 -3.336
H 0.495 -3.577 -1.775
H 1.711 -3.154 -0.677
H 0.021 -3.083 -0.183
H 2.755 0.102 -2.165
H 2.896 0.173 -0.464
H 3.084 -1.333 -1.320

Values from the calculation:
Electronic energy = -17912.91314 eV
Highest occupied orbital energy = -9.1 eV
Structure (SMILES) = C[C@@H](O)CN[Si](C)(C)C
HOMO-LUMO gap = 10.0 eV
Relative energy (zero: lowest compared OMol25 entry of this formula, charge and spin) = 98.9 kJ/mol

---

No. 5
Computed, not measured: a cluster of 2 separate species, CH5NO4P in total at a distorted geometry, with ωB97M-V/def2-TZVPD.

Element x y z (Å)
C -0.479 0.657 -0.626
N -1.969 -0.881 0.305
O 1.162 -1.640 -0.184
O 2.115 0.653 -0.582
O 0.674 0.277 1.586
O -0.826 1.677 0.117
P 0.911 -0.224 0.167
H -0.939 0.433 -1.583
H -1.329 -1.078 1.197
H 2.538 0.018 -1.135
H -1.477 -1.355 -0.384
H -0.381 1.463 1.121

Values from the calculation:
Electronic energy = -20088.13735 eV
Total charge = -1
Highest occupied orbital energy (alpha / beta) = -3.9 / -3.4 eV
HOMO-LUMO gap (alpha / beta) = 7.7 / 7.3 eV
Relative energy (zero: lowest compared OMol25 entry of this formula, charge and spin) = 263.3 kJ/mol

---

No. 6
Computed, not measured: a structure of composition C14H12F5IN5OPdS2SeTe, with ωB97M-V/def2-TZVPD.

Element x y z (Å)
Pd -0.813 -0.715 0.132
C 3.401 -0.353 4.165
S 1.653 -0.722 4.404
C 1.131 -0.953 2.773
S -0.540 -1.441 2.665
N 1.940 -0.802 1.776
N 1.347 -0.965 0.557
C 2.098 -1.272 -0.429
C 1.471 -1.391 -1.739
C 2.189 -1.647 -2.894
C 1.502 -1.745 -4.096
C 0.127 -1.587 -4.102
C -0.528 -1.334 -2.906
N 0.133 -1.239 -1.754
H 3.824 -0.318 5.167
H 3.522 0.607 3.673
H 3.878 -1.140 3.588
H 3.161 -1.438 -0.289
H 3.262 -1.771 -2.845
H 2.037 -1.943 -5.014
H -0.444 -1.658 -5.016
H -1.601 -1.197 -2.859
F -2.208 1.220 -1.137
Te -3.827 0.480 -0.412
F -4.414 1.788 0.770
F -3.414 -0.912 -1.647
F -5.448 -0.398 -0.295
F -4.571 1.530 -1.737
O -2.833 -0.316 0.895
I -2.727 4.419 2.672
C -1.320 3.446 1.500
C -0.485 4.144 0.638
C 0.473 3.444 -0.077
C 0.549 2.074 0.074
N -0.276 1.397 0.879
C -1.192 2.066 1.581
H -0.578 5.216 0.533
H 1.151 3.954 -0.746
H 1.295 1.498 -0.459
H -1.825 1.478 2.231
Se -1.801 -3.185 0.185
C -0.180 -3.949 -0.116
N 0.881 -4.373 -0.288

Values from the calculation:
<S²> = 6.026
Electronic energy = -143678.82740 eV
Total charge = +1
Highest occupied orbital energy (alpha / beta) = -11.8 / -11.8 eV
Multiplicity = 5
HOMO-LUMO gap (alpha / beta) = 7.4 / 4.9 eV
Relative energy (zero: lowest compared OMol25 entry of this formula, charge and spin) = 28.8 kJ/mol